# 1
C78H178N6O14 | ωB97M-V/def2-TZVPD

XYZ file:
```
276
C78H178N6O14 | the OMol25 dataset | ωB97M-V/def2-TZVPD
C -1.24 -6.16 -1.95
C -2.35 -5.32 -2.47
C -3.64 -6.02 -2.30
O -2.51 -4.26 -1.51
H -1.36 -6.59 -0.96
H -0.24 -5.71 -2.00
H -1.13 -7.06 -2.55
H -2.18 -4.97 -3.48
H -3.78 -6.83 -3.01
H -4.43 -5.28 -2.40
H -3.74 -6.47 -1.31
H -1.64 -4.00 -1.21
C 4.59 -0.06 -6.11
C 3.49 -0.43 -5.08
C 2.03 -0.40 -5.65
O 3.79 -1.73 -4.63
H 4.47 0.95 -6.49
H 4.56 -0.83 -6.88
H 5.56 -0.16 -5.62
H 3.47 0.14 -4.15
H 1.98 -1.16 -6.42
H 1.86 0.53 -6.19
H 1.37 -0.62 -4.81
H 4.24 -1.59 -3.80
C 5.98 0.51 3.47
C 4.67 -0.33 3.42
C 3.41 0.59 3.65
O 4.73 -1.02 2.21
H 6.11 1.06 4.41
H 6.14 1.18 2.63
H 6.79 -0.21 3.42
H 4.62 -1.02 4.27
H 3.51 1.17 4.57
H 2.49 0.02 3.76
H 3.24 1.25 2.80
H 3.98 -0.73 1.67
C 6.79 -4.14 2.28
C 7.26 -3.92 0.82
C 7.54 -5.28 0.11
O 6.11 -3.33 0.26
H 6.20 -3.28 2.61
H 7.66 -4.25 2.93
H 6.11 -4.96 2.50
H 8.16 -3.32 0.79
H 6.63 -5.87 -0.03
H 8.26 -5.75 0.78
H 7.87 -5.14 -0.91
H 5.68 -2.79 0.93
C 4.61 2.77 -2.91
C 5.20 1.71 -1.99
C 5.79 2.22 -0.73
O 4.35 0.57 -1.92
H 3.72 3.22 -2.46
H 4.34 2.33 -3.87
H 5.41 3.48 -3.08
H 6.09 1.36 -2.51
H 5.08 2.70 -0.06
H 6.65 2.87 -0.92
H 6.15 1.31 -0.24
H 4.87 -0.21 -2.08
C 2.64 -4.26 3.87
C 2.99 -4.77 5.25
C 3.98 -3.81 5.98
O 1.77 -4.83 6.03
H 2.10 -3.33 4.04
H 2.16 -5.07 3.32
H 3.55 -4.06 3.30
H 3.36 -5.78 5.10
H 4.49 -4.23 6.85
H 3.57 -2.81 6.14
H 4.82 -3.48 5.37
H 1.97 -4.91 6.96
C -5.49 -4.39 0.10
C -5.87 -3.07 -0.68
C -5.37 -1.84 -0.01
O -5.32 -3.14 -1.93
H -5.84 -4.43 1.13
H -4.41 -4.55 0.14
H -6.00 -5.27 -0.28
H -6.95 -3.07 -0.85
H -5.69 -1.79 1.03
H -5.87 -0.93 -0.35
H -4.31 -1.59 -0.05
H -4.41 -3.43 -1.82
C 2.75 -5.23 -3.40
C 2.13 -4.99 -4.81
C 0.84 -4.19 -4.65
O 3.01 -4.26 -5.54
H 1.98 -5.67 -2.76
H 2.97 -4.24 -3.02
H 3.56 -5.96 -3.33
H 1.97 -5.97 -5.27
H 0.84 -3.41 -3.89
H 0.09 -4.87 -4.23
H 0.62 -3.77 -5.63
H 2.95 -3.35 -5.24
C 0.67 2.02 -0.91
C 0.27 0.75 -0.09
C -1.02 0.20 -0.70
C -1.36 -1.26 -0.34
C -0.19 -2.21 -0.44
C 1.18 -1.63 0.15
N 1.37 -0.21 -0.22
O 2.66 0.28 0.12
C 1.11 -1.89 1.61
C 2.38 -2.45 -0.48
C -0.07 1.12 1.36
H 1.57 2.46 -0.48
H 0.03 2.89 -0.77
H 0.97 1.82 -1.94
H -1.86 0.85 -0.46
H -0.93 0.32 -1.78
H -2.11 -1.53 -1.09
H -1.90 -1.25 0.61
H 0.10 -2.46 -1.46
H -0.50 -3.16 0.01
H 1.23 -2.92 1.95
H 1.95 -1.36 2.07
H 0.18 -1.47 1.98
H 2.57 -2.11 -1.50
H 3.35 -2.25 -0.03
H 2.16 -3.52 -0.47
H -0.32 2.17 1.51
H 0.85 0.82 1.87
H -0.81 0.47 1.82
H 3.11 0.54 -0.69
C -1.42 -7.11 6.52
C -1.68 -7.61 5.13
C -3.26 -7.77 4.91
C -4.02 -6.54 4.57
C -3.37 -5.81 3.39
C -1.84 -5.43 3.62
N -1.06 -6.60 4.22
O 0.29 -6.40 4.28
C -1.32 -5.15 2.23
C -1.83 -4.17 4.54
C -0.92 -8.92 4.97
H -0.37 -6.89 6.70
H -1.73 -7.85 7.25
H -1.89 -6.15 6.71
H -3.37 -8.65 4.28
H -3.72 -8.13 5.82
H -4.05 -5.99 5.51
H -5.03 -6.74 4.20
H -3.95 -4.92 3.17
H -3.53 -6.43 2.51
H -1.31 -6.06 1.62
H -1.88 -4.42 1.64
H -0.31 -4.77 2.34
H -0.82 -3.93 4.86
H -2.21 -3.29 4.03
H -2.42 -4.22 5.45
H 0.12 -8.74 5.22
H -1.05 -9.32 3.96
H -1.14 -9.65 5.75
H 0.31 -5.75 4.98
C -1.35 -1.72 -5.18
C -2.79 -1.18 -5.29
C -2.92 0.03 -6.25
C -2.81 -0.25 -7.72
C -3.68 -1.37 -8.15
C -3.79 -2.61 -7.18
N -3.80 -2.15 -5.77
O -3.88 -3.29 -4.93
C -5.21 -3.18 -7.45
C -2.65 -3.61 -7.62
C -3.29 -0.62 -3.87
H -0.73 -1.04 -4.60
H -0.97 -2.03 -6.15
H -1.36 -2.60 -4.53
H -3.79 0.65 -6.09
H -2.06 0.67 -6.05
H -1.79 -0.55 -7.95
H -2.96 0.59 -8.40
H -3.31 -1.73 -9.12
H -4.62 -0.85 -8.36
H -5.41 -3.47 -8.48
H -5.42 -4.11 -6.92
H -5.99 -2.50 -7.12
H -2.95 -3.95 -8.61
H -1.65 -3.17 -7.61
H -2.55 -4.54 -7.06
H -3.08 -1.33 -3.07
H -4.37 -0.48 -3.80
H -2.82 0.33 -3.61
H -4.61 -3.01 -4.38
C -0.31 7.59 -2.54
C -1.67 6.91 -2.84
C -1.42 5.86 -3.94
C -2.44 4.77 -4.06
C -2.59 4.08 -2.71
C -3.01 4.98 -1.57
N -2.06 6.11 -1.60
O -2.29 6.96 -0.55
C -4.45 5.52 -1.88
C -2.87 4.16 -0.33
C -2.67 7.95 -3.31
H -0.46 8.41 -1.83
H 0.17 8.09 -3.38
H 0.34 6.82 -2.13
H -1.43 6.26 -4.95
H -0.46 5.43 -3.66
H -1.98 4.09 -4.78
H -3.38 5.14 -4.48
H -1.62 3.61 -2.52
H -3.15 3.14 -2.75
H -5.09 4.74 -1.47
H -4.69 6.48 -1.42
H -4.64 5.55 -2.95
H -3.28 4.74 0.50
H -3.32 3.19 -0.53
H -1.84 3.99 -0.03
H -3.69 7.58 -3.20
H -2.59 8.34 -4.33
H -2.63 8.71 -2.54
H -1.80 6.59 0.18
C 3.63 6.39 4.19
C 4.33 6.12 2.88
C 4.08 4.62 2.49
C 2.77 4.24 1.81
C 2.63 5.20 0.59
C 2.66 6.68 0.99
N 3.90 6.98 1.79
O 4.09 8.30 2.15
C 2.70 7.46 -0.29
C 1.37 7.17 1.67
C 5.90 6.29 3.02
H 4.05 5.72 4.93
H 2.54 6.31 4.17
H 3.75 7.38 4.63
H 4.87 4.26 1.83
H 4.19 3.98 3.36
H 1.99 4.49 2.52
H 2.67 3.18 1.59
H 1.65 5.08 0.13
H 3.39 4.87 -0.11
H 3.50 7.15 -0.96
H 1.81 7.49 -0.91
H 2.90 8.53 -0.16
H 1.29 8.24 1.84
H 0.51 6.89 1.06
H 1.28 6.75 2.67
H 6.38 5.53 3.63
H 6.12 7.23 3.52
H 6.40 6.32 2.05
H 4.51 8.64 1.36
C -2.53 6.27 5.49
C -2.70 5.89 3.97
C -1.57 4.84 3.63
C -1.90 3.45 4.17
C -3.28 2.89 3.75
C -4.43 3.91 4.06
N -4.07 5.34 3.68
O -5.11 6.20 3.68
C -5.66 3.35 3.27
C -4.80 3.82 5.58
C -2.47 7.06 2.99
H -3.50 6.40 5.98
H -1.93 7.13 5.76
H -1.99 5.45 5.96
H -1.50 4.62 2.56
H -0.65 5.34 3.96
H -1.77 3.55 5.24
H -1.14 2.73 3.85
H -3.29 2.01 4.40
H -3.22 2.70 2.68
H -5.73 3.40 2.18
H -5.87 2.31 3.48
H -6.56 3.94 3.47
H -3.94 4.10 6.19
H -5.55 4.60 5.73
H -5.21 2.86 5.89
H -2.60 6.69 1.98
H -1.40 7.27 2.89
H -3.01 7.98 3.21
H -5.30 6.08 2.75
```

Properties
* ΔE to the lowest compared entry with this formula, charge and spin: 17.4 kcal/mol
* strongest force on any atom: 5.80 eV Å⁻¹
* frontier orbital gap (spin up / spin down): 7.15 / 3.15 eV
* net charge: +1
* E: -121359.6384 eV
* expectation value of S²: 0.75
* spin multiplicity: 2

=====

# 2
C4H6N2O | ωB97M-V/def2-TZVPD

XYZ file:
```
13
C4H6N2O | the OMol25 dataset | ωB97M-V/def2-TZVPD
O 2.41 -0.17 -1.19
C 1.67 -0.22 -0.15
N 0.17 -0.55 -0.14
C -0.28 -0.45 1.32
C -1.49 0.13 1.21
C -1.88 0.59 -0.09
N -0.58 0.39 -0.92
H 2.13 -0.59 0.78
H 0.26 -0.54 2.34
H -2.12 0.35 2.09
H -2.16 1.61 -0.14
H -2.50 0.00 -0.80
H -0.12 1.41 -0.99
```

Properties
* ΔE to the lowest compared entry with this formula, charge and spin: 107.1 kcal/mol
* strongest force on any atom: 5.94 eV Å⁻¹
* frontier orbital gap: 8.91 eV
* E: -9268.8575 eV
* structure (SMILES): O=CN1C=CCN1

=====

# 3
C4H5Br3NS | ωB97M-V/def2-TZVPD

XYZ file:
```
14
C4H5Br3NS | the OMol25 dataset | ωB97M-V/def2-TZVPD
C -1.22 0.24 -1.06
N -0.17 -0.52 -0.29
C 1.25 0.04 -0.30
Br 2.26 -0.10 -1.83
C 1.20 1.29 0.82
Br 2.80 2.25 0.97
S -0.09 0.98 1.87
C -0.53 -0.62 1.16
Br 0.48 -2.16 1.96
H -1.05 0.07 -2.14
H -2.22 -0.28 -1.10
H -1.15 1.24 -0.76
H -0.04 -1.52 -0.48
H -1.52 -0.90 1.18
```

Properties
* strongest force on any atom: 8.32 eV Å⁻¹
* frontier orbital gap (spin up / spin down): 7.51 / 7.25 eV
* net charge: +1
* E: -226671.0143 eV
* structure (SMILES): C[N@H+]1C(Br)=C(Br)S[C@@H]1Br

=====

# 4
CH4N2 | ωB97M-V/def2-TZVPD

XYZ file:
```
7
CH4N2 | the OMol25 dataset | ωB97M-V/def2-TZVPD
N 0.91 -0.73 0.00
C -0.09 0.21 0.37
N -1.19 0.37 -0.32
H 1.30 -0.42 -0.92
H 0.46 -1.61 -0.21
H 0.25 0.97 1.05
H -1.64 1.21 0.03
```

Properties
* ΔE to the lowest compared entry with this formula, charge and spin: 9.0 kcal/mol
* strongest force on any atom: 0.51 eV Å⁻¹
* frontier orbital gap (spin up / spin down): 4.48 / 9.88 eV
* net charge: -1
* E: -4079.9155 eV
* expectation value of S²: 0.75
* spin multiplicity: 2

=====

# 5
C5H5N3 | ωB97M-V/def2-TZVPD

XYZ file:
```
13
C5H5N3 | the OMol25 dataset | ωB97M-V/def2-TZVPD
H -0.99 0.39 2.38
N -0.84 1.06 1.65
C -0.86 0.43 0.54
C -0.98 -0.97 0.38
N 0.05 -1.72 0.13
C 1.26 -1.07 -0.20
C 1.50 0.17 -0.73
C 0.46 1.04 -1.20
N -0.73 1.10 -0.71
H -1.92 -1.60 0.45
H 2.14 -1.74 -0.15
H 2.52 0.49 -0.86
H 0.64 1.71 -2.08
```

Properties
* ΔE to the lowest compared entry with this formula, charge and spin: 33.2 kcal/mol
* strongest force on any atom: 4.12 eV Å⁻¹
* frontier orbital gap: 9.65 eV
* E: -9734.0493 eV
* structure (SMILES): [H]/N=c1\cncccn1

=====

# 6
C30H47As3HfN6OS3 | ωB97M-V/def2-TZVPD

XYZ file:
```
91
C30H47As3HfN6OS3 | the OMol25 dataset | ωB97M-V/def2-TZVPD
Hf 0.37 -0.69 0.59
N 2.62 -3.89 3.18
C 1.99 -2.81 2.67
S 0.53 -3.10 1.73
N 2.51 -1.64 2.88
N 1.73 -0.63 2.33
C 1.89 0.53 2.86
C 1.04 1.60 2.41
C 0.88 2.65 3.22
C -0.21 3.57 2.96
C -0.93 3.43 1.85
C -0.60 2.42 0.80
N 0.33 1.36 1.23
H 2.19 -4.79 3.15
H 3.39 -3.74 3.81
H 2.59 0.68 3.68
H 1.51 2.76 4.09
H -0.44 4.35 3.68
H -1.77 4.09 1.64
H -0.23 2.94 -0.09
C 3.39 -3.40 -0.19
As 2.89 -1.54 -0.46
C 4.55 -0.71 0.09
C 3.16 -1.44 -2.40
C 1.99 -1.71 -3.35
C 2.61 -2.08 -4.71
C 1.14 -0.46 -3.56
As 0.55 0.60 -2.02
C 1.85 2.04 -2.13
C -0.91 1.47 -2.95
C 1.11 -2.91 -2.93
As -0.19 -2.64 -1.49
C -0.54 -4.51 -1.11
C -1.80 -2.24 -2.51
H 4.19 -3.62 -0.89
H 2.56 -4.07 -0.34
H 3.75 -3.52 0.83
H 5.37 -1.31 -0.29
H 4.58 -0.69 1.18
H 4.62 0.31 -0.29
H 3.96 -2.15 -2.59
H 3.57 -0.45 -2.60
H 3.35 -1.33 -5.01
H 1.84 -2.12 -5.49
H 3.10 -3.05 -4.67
H 0.23 -0.73 -4.10
H 1.68 0.25 -4.19
H 1.69 2.56 -3.07
H 2.86 1.64 -2.10
H 1.73 2.74 -1.30
H -0.63 1.53 -4.00
H -1.03 2.48 -2.56
H -1.85 0.94 -2.84
H 1.75 -3.74 -2.62
H 0.53 -3.25 -3.78
H 0.31 -4.95 -0.61
H -0.73 -5.02 -2.06
H -1.41 -4.60 -0.47
H -1.65 -1.39 -3.16
H -2.61 -2.01 -1.82
H -2.06 -3.11 -3.10
C -3.99 -1.40 1.79
S -2.30 -1.93 1.95
O -1.61 -1.13 0.77
C -1.87 -1.08 3.44
C -1.39 -1.86 4.48
C -1.10 -1.25 5.69
C -1.28 0.12 5.84
C -1.76 0.89 4.78
C -2.07 0.30 3.57
H -4.02 -0.32 1.63
H -4.50 -1.68 2.71
H -4.42 -1.93 0.94
H -1.26 -2.92 4.35
H -0.73 -1.84 6.52
H -1.05 0.60 6.78
H -1.91 1.96 4.90
H -2.44 0.90 2.74
C -2.33 6.58 -1.33
C -2.89 5.20 -1.45
C -4.00 4.92 -2.25
C -4.44 3.62 -2.28
N -3.87 2.64 -1.57
C -2.84 3.02 -0.82
S -2.18 1.65 0.11
N -2.31 4.23 -0.73
H -2.40 7.13 -2.27
H -1.29 6.53 -1.01
H -2.88 7.15 -0.58
H -4.48 5.70 -2.83
H -5.29 3.33 -2.90
```

Properties
* ΔE to the lowest compared entry with this formula, charge and spin: 17.6 kcal/mol
* strongest force on any atom: 1.31 eV Å⁻¹
* frontier orbital gap: 7.02 eV
* net charge: +2
* E: -259178.9459 eV

=====

# 7
C4H12NS2 | ωB97M-V/def2-TZVPD

XYZ file:
```
19
C4H12NS2 | the OMol25 dataset | ωB97M-V/def2-TZVPD
C -0.56 -0.76 -3.05
C 0.23 -1.19 -1.85
C 0.78 -0.37 -0.97
N 1.29 -0.84 0.32
H -0.54 0.33 -3.13
H -0.13 -1.26 -3.91
H -1.61 -1.07 -3.01
H 0.27 -2.26 -1.63
H 0.77 0.70 -1.04
H 1.47 -1.85 0.38
H 2.16 -0.34 0.56
H 0.63 -0.58 1.08
C -0.62 2.13 1.78
S 0.49 1.22 2.89
S -0.51 -0.60 3.19
H -1.02 1.48 1.01
H 0.01 2.87 1.29
H -1.48 2.51 2.32
H -1.63 -0.13 3.77
```

Properties
* ΔE to the lowest compared entry with this formula, charge and spin: 21.4 kcal/mol
* strongest force on any atom: 0.91 eV Å⁻¹
* frontier orbital gap: 9.58 eV
* net charge: +1
* E: -27496.0536 eV

=====

# 8
C7H19AsBF7N7OS4TcTe | ωB97M-V/def2-TZVPD

XYZ file:
```
49
C7H19AsBF7N7OS4TcTe | the OMol25 dataset | ωB97M-V/def2-TZVPD
Tc -0.29 0.19 0.51
C 1.60 -2.24 0.46
N 0.18 -1.87 0.75
C -0.07 -2.30 2.17
C -0.73 -2.62 -0.17
C -0.85 -1.91 -1.49
N -1.35 -0.51 -1.27
C -1.19 0.30 -2.52
C -2.83 -0.53 -1.00
H 1.74 -3.29 0.71
H 2.27 -1.63 1.07
H 1.83 -2.08 -0.59
H 0.12 -3.37 2.25
H -1.11 -2.09 2.44
H 0.60 -1.76 2.83
H -1.70 -2.70 0.33
H -0.36 -3.64 -0.30
H -1.53 -2.44 -2.16
H 0.12 -1.84 -1.99
H -1.89 -0.08 -3.27
H -0.18 0.21 -2.91
H -1.43 1.33 -2.30
H -3.33 -0.92 -1.89
H -3.16 0.48 -0.79
H -3.06 -1.16 -0.15
S 4.09 0.76 3.88
As 2.90 2.40 3.09
S 4.12 0.15 0.57
S 1.00 1.40 2.15
S 4.68 1.39 1.94
F 0.97 3.88 0.87
B 0.07 3.00 1.35
F -0.57 2.25 0.19
N 3.56 -0.01 -3.50
N 2.77 0.55 -2.53
N 2.70 1.84 -2.34
C 1.77 1.94 -1.41
N 1.32 0.72 -1.06
N 1.96 -0.16 -1.82
H 4.14 0.72 -3.89
H 4.13 -0.75 -3.10
H 1.44 2.87 -0.99
F -4.78 2.17 4.36
Te -3.89 2.18 2.69
F -3.42 1.99 0.80
F -4.61 0.50 2.42
F -0.90 3.48 2.14
F -5.27 3.22 2.07
O -1.61 -0.01 1.38
```

Properties
* ΔE to the lowest compared entry with this formula, charge and spin: 2.0 kcal/mol
* strongest force on any atom: 0.24 eV Å⁻¹
* frontier orbital gap: 5.78 eV
* net charge: +2
* E: -153404.3302 eV

=====

Question: Number 7 is which compound?
Answer: C4H12NS2